[1]
# C2H2N2O3

3 unconnected molecules or ions with the total composition C2H2N2O3 (wB97M-V/def2-TZVPD, OMol25).

Geometry as XYZ:
```
9
Properties=species:S:1:pos:R:3:forces:R:3
O -1.7699 -2.1454 0.3846 0.3 -0.5 2.9
O -2.3769 -1.6478 -1.7389 -1.3 0.7 -2.6
O 2.0665 0.4727 -1.4020 0.0 1.9 1.7
N 0.6243 0.2690 0.7788 -1.8 -1.5 0.9
N 2.2296 1.4738 -0.8233 -1.0 -1.1 -0.1
C 0.8993 1.4685 0.7295 1.1 -2.7 -1.7
C -2.1611 -1.8772 -0.6490 1.1 -0.2 -0.3
H 0.5986 2.2851 1.3308 -0.2 1.2 0.5
H -0.1104 -0.2987 1.3895 1.9 2.2 -1.2
```
Forces are in eV/Å.

- HOMO energy: -8.04 eV
- HOMO-LUMO gap: 8.0618 eV
- LUMO level: 0.001 Ha
- Charge: 0

Results of the natural (NBO) charge analysis, in e, for atoms 1 through 6: number 1, O, carries -0.521; number 2, O, carries -0.499; number 3, O, carries -0.198; number 4, N, carries -0.668; number 5, N, carries 0.203; number 6, C, carries 0.109

[2]
# C2H2N2O3

2 unconnected molecules or ions with the total composition C2H2N2O3 (wB97M-V/def2-TZVPD, OMol25).

Geometry as XYZ:
```
9
Properties=species:S:1:pos:R:3:forces:R:3
O -1.1773 1.0371 0.7260 1.3 0.9 -0.9
O 1.2234 -1.8897 0.6671 -0.7 -1.7 -0.8
O 1.2907 0.4478 -1.2263 0.2 0.3 0.8
N 1.1840 0.8262 0.1710 -1.0 -1.8 1.0
N -0.0974 0.7318 -1.4614 -0.3 0.9 -0.1
C 1.2733 -0.9561 1.3030 1.3 3.5 -1.3
C -0.2225 1.0451 -0.0149 -0.1 -1.7 -0.4
H -0.1458 1.4655 -2.2253 -0.1 -0.8 1.5
H 1.7660 -0.6997 2.2448 -0.6 0.3 0.3
```
Forces are in eV/Å.

- HOMO energy (alpha / beta): -8.99 / -8.99 eV
- HOMO-LUMO gap (alpha / beta): 8.1598 / 8.1573 eV
- LUMO level (alpha / beta): -0.030 / -0.030 Ha
- Charge: 0

Results of the natural (NBO) charge analysis, in e, for atoms 1 through 6: number 1, O, carries -0.567; number 2, O, carries -0.377; number 3, O, carries -0.267; number 4, N, carries -0.296; number 5, N, carries -0.381; number 6, C, carries 0.616

[3]
# C2H2N2O3

2 unconnected molecules or ions with the total composition C2H2N2O3 (wB97M-V/def2-TZVPD, OMol25).

Geometry as XYZ:
```
9
Properties=species:S:1:pos:R:3:forces:R:3
O -1.1698 -1.9284 -0.0961 -0.4 -1.5 -0.2
O 1.3714 -0.8724 0.4683 0.8 -0.1 0.8
O -1.6585 1.5514 0.2884 -0.7 2.4 0.5
N -1.5228 0.3695 0.2193 0.7 -0.8 -0.7
N 1.5516 1.2366 -0.4576 0.1 6.3 -1.6
C 1.5080 0.2474 0.1315 -1.0 -4.0 1.0
C -1.1110 -0.6525 -0.1493 -1.0 0.8 0.2
H -0.2598 -2.2050 -0.0566 0.9 -0.7 0.1
H 1.2910 2.2535 -0.3479 0.5 -2.2 -0.1
```
Forces are in eV/Å.

- HOMO energy: -9.11 eV
- HOMO-LUMO gap: 9.3622 eV
- LUMO level: 0.009 Ha
- Charge: 0
- SMILES: [O-][N+]#CO.N=C=O

Results of the natural (NBO) charge analysis, in e, for atoms 1 through 6: number 1, O, carries -0.627; number 2, O, carries -0.594; number 3, O, carries -0.451; number 4, N, carries 0.125; number 5, N, carries -0.717; number 6, C, carries 0.855

[4]
# C2H2N2O3

C2H2N2O3 in the gas phase (wB97M-V/def2-TZVPD, OMol25).

Geometry as XYZ:
```
9
Properties=species:S:1:pos:R:3:forces:R:3
O -1.9852 1.3436 -0.3159 1.1 -1.3 0.4
O -1.3641 -1.6449 0.4871 -0.4 -0.3 -0.5
O 1.9270 -0.1600 -0.6157 0.3 -1.5 -0.6
N -0.9775 -1.0012 -0.4470 -1.0 -0.7 1.5
N 0.1632 0.7661 0.4983 -3.9 0.3 -0.1
C -1.0062 0.7307 -0.0588 1.3 2.0 0.0
C 1.4312 0.3892 0.3270 0.4 1.9 -0.9
H 1.9817 1.0169 0.9987 1.2 -0.3 1.1
H -0.1700 -1.4404 -0.8737 1.1 -0.2 -0.9
```
Forces are in eV/Å.

- HOMO energy (alpha / beta): -10.61 / -10.62 eV
- HOMO-LUMO gap (alpha / beta): 8.4574 / 8.4538 eV
- LUMO level (alpha / beta): -0.079 / -0.079 Ha
- Charge: 0

Results of the natural (NBO) charge analysis, in e, for atoms 1 through 6: number 1, O, carries -0.474; number 2, O, carries -0.188; number 3, O, carries -0.579; number 4, N, carries 0.032; number 5, N, carries -0.627; number 6, C, carries 0.827

[5]
# C2H2N2O4

2 unconnected molecules or ions with the total composition C2H2N2O4 (wB97M-V/def2-TZVPD, OMol25).

Geometry as XYZ:
```
10
Properties=species:S:1:pos:R:3:forces:R:3
O -0.0754 -1.8584 0.3592 2.1 -3.0 1.8
O 3.4590 -1.2716 -0.0807 0.3 -0.5 0.1
O 0.4188 2.9935 0.1344 0.8 -0.7 0.7
O -1.8895 0.3334 -0.1019 0.3 -1.5 0.0
N 1.1106 -1.3150 -0.0218 -1.1 1.3 -0.9
N -1.4278 1.5940 0.1231 -1.8 -0.3 0.0
C -0.3417 2.1087 0.1984 0.0 1.4 -1.2
C 2.3036 -1.4489 -0.0041 -1.2 0.4 0.2
H -0.8835 -1.4586 0.0833 -0.1 2.0 -1.2
H -2.6740 0.3228 -0.6900 0.7 1.0 0.4
```
Forces are in eV/Å.

- HOMO energy: -9.90 eV
- HOMO-LUMO gap: 9.6474 eV
- LUMO level: -0.009 Ha
- Charge: 0
- SMILES: O=C=NO.O=C=NO

Results of the natural (NBO) charge analysis, in e, for atoms 1 through 6: number 1, O, carries -0.521; number 2, O, carries -0.517; number 3, O, carries -0.471; number 4, O, carries -0.551; number 5, N, carries -0.272; number 6, N, carries -0.276

[6]
# C2H2N2O4

C2H2N2O4 in the gas phase (wB97M-V/def2-TZVPD, OMol25).

Geometry as XYZ:
```
10
Properties=species:S:1:pos:R:3:forces:R:3
O -2.3310 -0.0876 0.1701 3.8 0.3 -0.1
O -0.5331 -1.5737 -0.0841 -1.0 3.0 0.2
O 2.3005 0.3882 0.1680 0.3 1.4 -0.3
O -0.3300 2.0641 -0.0185 1.0 -2.3 -1.2
N -0.0441 0.6424 -0.4209 -1.7 2.0 2.7
N 0.8959 -1.4209 -0.0674 -0.1 -0.3 4.0
C 1.2122 0.0284 -0.0965 -1.6 -2.6 0.7
C -1.1340 -0.2247 0.0179 -0.9 -2.5 -1.8
H 1.0734 -1.7900 1.0524 0.2 1.5 -4.1
H -0.3569 2.0896 0.9525 0.1 -0.4 -0.1
```
Forces are in eV/Å.

- HOMO energy: -10.86 eV
- HOMO-LUMO gap: 10.7583 eV
- LUMO level: -0.004 Ha
- Charge: 0
- SMILES: O=c1[nH]oc(=O)n1O

Results of the natural (NBO) charge analysis, in e, for atoms 1 through 6: number 1, O, carries -0.501; number 2, O, carries -0.380; number 3, O, carries -0.502; number 4, O, carries -0.499; number 5, N, carries -0.227; number 6, N, carries -0.336

Values of energy above the lowest of the compared OMol25 structures with the same formula, charge and spin, in order: 370.4; 566.6; 382.4; 414.6; 409.4; 257.7, all in kJ/mol.
Values of max |F|, in order: 3.3; 3.9; 6.5; 4.0; 4.1; 4.4, all in eV/Å.